C28H84F12N7O7P2 | wB97M-V/def2-TZVPD

Properties
Orbital gap = 9.4 eV
Calculated total energy = -106312.89805 eV
Energy relative to the best compared isomer or geometry (same formula, charge and spin) = 0.0000 eV
LUMO energy = -9.742 eV

The geometry in ORCA input format:
```
! wB97M-V def2-TZVPD RIJCOSX def2/J DEFGRID3
* xyz 5 1
P 0.642 0.617 -0.156
P -4.745 1.168 -0.224
F 0.696 -0.183 1.265
F 0.095 -0.635 -0.981
F -4.418 0.102 0.886
F -5.160 2.391 -1.330
F -3.700 0.501 -1.361
F -3.491 2.089 0.303
F 0.563 1.508 -1.504
F 2.166 0.095 -0.535
F -5.704 1.914 0.913
F -6.032 0.292 -0.653
F -0.825 1.090 0.292
F 1.441 1.855 0.557
O 4.968 -2.705 1.153
O -2.444 -3.544 2.348
O -4.036 -3.340 -4.754
O -0.674 2.563 3.587
O -1.245 4.525 0.069
O 3.967 0.317 2.206
O -0.572 2.102 -4.693
N 4.210 2.117 0.377
N 0.015 3.226 -7.158
N 3.033 -2.307 -0.702
N -3.526 -5.609 3.561
N -3.606 -4.930 -2.799
N -2.495 3.033 -1.958
N 0.930 4.079 5.302
C -0.871 4.756 -1.262
C 1.397 -3.660 0.580
C -4.026 -2.489 -5.941
C -3.520 -2.640 -3.624
C -0.555 5.244 1.098
C 1.534 1.977 6.542
C -2.157 -5.222 4.141
C -1.530 -4.437 3.010
C -2.085 2.464 3.203
C -3.143 -3.124 -1.078
C 6.303 -3.136 1.070
C 3.741 -0.255 3.469
C 5.368 1.158 0.460
C 0.796 2.311 -5.020
C 3.915 -3.660 1.180
C -2.074 4.468 -2.120
C 5.349 0.528 1.880
C -3.856 -3.504 -2.413
C -3.322 5.365 -1.741
C -2.418 -2.117 2.633
C -1.023 0.743 -4.457
C 6.698 1.812 0.115
C 2.432 2.626 -6.897
C 1.010 2.258 -6.516
C -0.329 1.923 4.828
C 2.683 -2.857 0.655
C 1.010 2.532 5.199
C -1.474 -6.550 4.495
H 1.404 -4.395 -0.217
H 2.483 2.407 6.853
H -0.549 5.782 -1.455
H 0.837 2.132 7.363
H -1.756 2.366 -2.200
H -0.617 -3.985 3.389
H 5.050 0.383 -0.259
H 1.126 -4.128 1.531
H -2.973 -2.199 -6.045
H 6.953 -2.421 0.549
H 0.531 -3.012 0.362
H -2.491 1.442 3.275
H 6.735 -3.363 2.062
H -1.099 4.964 2.006
H 6.338 -4.084 0.494
H -3.348 2.857 -2.506
H -4.333 -2.973 -6.852
H 4.042 2.503 -0.554
H -0.902 3.116 -6.758
H 6.922 2.692 0.746
H -4.164 -5.892 4.293
H -1.346 -7.206 3.619
H -0.769 0.123 -5.319
H 2.558 2.764 -7.951
H -1.059 2.208 5.601
H -4.050 -1.687 -3.561
H -2.450 -1.986 3.728
H -4.936 -3.476 -2.237
H -2.905 6.421 -1.762
H 4.022 -1.307 3.433
H 1.707 4.408 5.876
H 3.936 -1.855 -0.585
H 0.915 4.509 4.394
H -2.798 2.831 -0.985
H -0.603 6.321 0.905
H -1.530 -1.632 2.203
H -2.690 3.121 3.845
H 7.539 1.103 0.194
H -3.503 5.157 -0.676
H 1.382 1.583 -4.438
H 2.409 -1.550 -1.011
H 0.502 4.926 1.244
H -2.055 -3.181 -1.109
H 4.199 -4.500 0.537
H 0.273 4.174 -6.897
H -3.393 -2.122 -0.738
H 0.000 3.160 -8.175
H -3.310 -1.718 2.121
H 3.751 -4.032 2.195
H 1.056 3.316 -4.629
H 4.422 2.906 0.974
H -0.086 4.018 -1.449
H 3.103 -3.067 -1.360
H -4.593 -1.565 -5.797
H -2.113 0.754 -4.382
H 3.360 1.663 0.718
H 2.681 -0.207 3.756
H -2.427 -2.469 -3.734
H 2.836 3.468 -6.361
H 5.908 -0.390 1.850
H 0.887 1.241 -6.914
H -1.209 -5.141 2.243
H -2.194 2.784 2.188
H 0.084 4.320 5.818
H 1.666 0.897 6.475
H -2.016 -7.092 5.279
H -0.479 -6.446 4.931
H 2.499 -1.993 1.291
H -4.023 -5.582 -2.081
H -3.898 -4.866 2.971
H -2.388 -4.638 5.013
H 1.750 2.344 4.423
H -2.642 -5.177 -3.024
H -0.573 0.318 -3.559
H 4.385 0.214 4.234
H -4.215 5.347 -2.411
H 3.032 1.779 -6.613
H -1.873 4.707 -3.185
H -3.462 -3.796 -0.313
H 5.815 1.212 2.596
H -3.414 -6.387 2.927
H -4.085 -5.046 -3.692
H 6.619 2.150 -0.908
H -0.305 0.837 4.699
*
```

Mulliken population analysis, charges in e, atoms 1 to 99:
1. P 1.9462
2. P 1.4010
3. F -0.5499
4. F -0.4839
5. F -0.2840
6. F -0.4351
7. F -0.3069
8. F -0.8055
9. F -0.4384
10. F -0.4200
11. F -0.3842
12. F -0.3645
13. F -0.3744
14. F -0.6191
15. O -0.1409
16. O -0.2254
17. O -0.4572
18. O -0.0037
19. O -0.1320
20. O -0.0428
21. O -0.2483
22. N 0.0150
23. N -0.1639
24. N 0.0115
25. N -0.2259
26. N -0.2319
27. N 0.5783
28. N -0.0947
29. C -0.6847
30. C -1.6482
31. C -0.7036
32. C -0.5757
33. C -0.7009
34. C -1.5851
35. C 0.0255
36. C -0.5836
37. C -0.4250
38. C -1.1297
39. C -0.8563
40. C -0.8923
41. C 0.4526
42. C -0.6124
43. C -1.0252
44. C 0.1833
45. C -0.5727
46. C 0.2374
47. C -1.2582
48. C -0.6682
49. C -0.8031
50. C -1.3799
51. C -1.5467
52. C 0.3109
53. C -0.8181
54. C 1.4762
55. C 0.3915
56. C -1.3867
57. H 0.4525
58. H 0.4814
59. H 0.6541
60. H 0.4448
61. H -0.2326
62. H 0.3693
63. H -0.0952
64. H 0.3372
65. H 0.2612
66. H 0.2464
67. H 0.3680
68. H 0.3508
69. H 0.2976
70. H 0.1418
71. H 0.4060
72. H 0.5273
73. H 0.3263
74. H 0.4670
75. H 0.2820
76. H 0.3844
77. H 0.3818
78. H 0.3813
79. H 0.4800
80. H 0.4568
81. H 0.4489
82. H 0.3857
83. H 0.4283
84. H 0.2990
85. H 0.4323
86. H 0.2207
87. H 0.4114
88. H 0.2162
89. H 0.2667
90. H 0.0176
91. H 0.4151
92. H 0.2326
93. H 0.4541
94. H 0.3777
95. H 0.2663
96. H 0.2827
97. H 0.1520
98. H 0.1555
99. H 0.3218